No. 1
# C3H7N3S

One molecule with the formula C3H7N3S in a non-equilibrium geometry (ωB97M-V with the def2-TZVPD basis set, OMol25).

```
! RIJCOSX wB97M-V def2-TZVPD def2/J DEFGRID3
* xyz 0 1
H -1.540 2.349 0.024
N -0.513 2.479 0.002
C 0.089 1.358 -0.098
S 1.864 1.194 0.051
C 1.726 -0.615 -0.183
C 0.333 -1.008 0.183
N -0.504 0.100 -0.159
N -1.863 0.069 -0.047
H 1.851 -0.752 -1.250
H 2.506 -1.184 0.346
H 0.297 -1.215 1.273
H 0.048 -1.921 -0.353
H -2.237 -0.564 -0.714
H -2.057 -0.291 0.925
*
```

Properties
* HOMO: -8.74 eV
* energy relative to the best compared isomer or geometry (same formula, charge and spin): 33.7 kcal per mole
* E_LUMO: 0.706 eV
* structure (SMILES): [H]/N=C1/SCCN1N

No. 2
# C5H13NO

A 2-piece molecular cluster, C5H13NO overall (ωB97M-V with the def2-TZVPD basis set, OMol25).

```
! RIJCOSX wB97M-V def2-TZVPD def2/J DEFGRID3
* xyz 0 1
C -2.395 1.196 -1.726
N -1.503 0.647 -2.440
C -0.755 -0.442 -1.757
C 0.198 -1.117 -2.728
H -2.596 0.878 -0.703
H -2.935 2.038 -2.143
H -0.262 0.042 -0.912
H -1.401 -1.208 -1.321
H 0.852 -1.808 -2.196
H -0.374 -1.663 -3.478
H 0.806 -0.385 -3.260
C 1.627 0.093 1.626
C 0.980 0.519 2.930
O 0.504 -0.652 3.578
H 0.969 -0.474 0.976
H 1.976 0.994 1.119
H 2.508 -0.513 1.840
H 0.157 1.213 2.735
H 1.706 1.045 3.554
H -0.062 -0.402 4.306
*
```

Properties
* HOMO: -9.84 eV
* energy relative to the best compared isomer or geometry (same formula, charge and spin): 43.0 kcal per mole
* E_LUMO: 0.819 eV
* structure (SMILES): C=NCC.CCO

No. 3
# H2

A 2-piece molecular cluster, H2 overall in a non-equilibrium geometry (ωB97M-V with the def2-TZVPD basis set, OMol25).

```
! RIJCOSX wB97M-V def2-TZVPD def2/J DEFGRID3
* xyz 0 1
H -0.193 -0.344 0.175
H 0.193 0.344 -0.175
*
```

Properties
* HOMO: -13.80 eV
* energy relative to the best compared isomer or geometry (same formula, charge and spin): 4.9 kcal per mole
* E_LUMO: 2.274 eV

No. 4
# C7H11IN

An isolated ion of composition C7H11IN and charge +1 in a non-equilibrium geometry (ωB97M-V with the def2-TZVPD basis set, OMol25).

```
! RIJCOSX wB97M-V def2-TZVPD def2/J DEFGRID3
* xyz 1 1
C -0.127 -2.341 -0.813
C -0.271 -1.501 0.460
N -0.364 -0.112 0.153
C -1.677 0.652 -0.122
I -3.507 -0.218 0.103
C -1.302 1.943 -0.512
C 0.051 2.061 -0.521
C 0.703 0.793 -0.119
C 1.693 0.909 1.065
H -0.957 -2.150 -1.490
H 0.802 -2.112 -1.327
H -0.122 -3.397 -0.554
H 0.598 -1.646 1.110
H -1.169 -1.795 1.010
H -2.006 2.717 -0.758
H 0.610 2.943 -0.779
H 1.267 0.432 -0.993
H 1.853 1.952 1.318
H 2.651 0.458 0.832
H 1.275 0.413 1.937
*
```

Properties
* HOMO: -13.86 eV
* energy relative to the best compared isomer or geometry (same formula, charge and spin): 0.0 kcal per mole
* E_LUMO: -5.392 eV
* structure (SMILES): CC[N+]1=C(I)C=C[C@H]1C

No. 5
# C15H25N3O4P

A 2-piece molecular cluster, C15H25N3O4P overall in a non-equilibrium geometry (ωB97M-V with the def2-TZVPD basis set, OMol25).

```
! RIJCOSX wB97M-V def2-TZVPD def2/J DEFGRID3
* xyz 1 1
C -3.373 -1.984 -1.456
C -2.916 -3.015 -0.418
C -3.128 -2.597 1.040
N -1.900 -2.112 1.719
P -1.119 -0.737 1.230
C -0.134 -0.205 2.676
N -0.898 0.326 3.787
C -0.026 -1.149 -0.150
C 1.314 -0.416 0.001
C 1.923 0.173 -1.191
O 1.241 0.969 -0.053
C -2.245 0.570 0.765
C -2.006 1.390 -0.321
C -2.921 2.384 -0.602
N -4.021 2.588 0.108
C -4.249 1.795 1.143
C -3.391 0.780 1.516
H -2.606 -1.235 -1.666
H -3.606 -2.468 -2.402
H -4.264 -1.459 -1.109
H -1.876 -3.302 -0.576
H -3.510 -3.917 -0.567
H -3.446 -3.468 1.613
H -3.940 -1.868 1.107
H -2.011 -2.136 2.726
H 0.400 -1.101 3.003
H 0.575 0.549 2.335
H -1.397 1.169 3.528
H -1.578 -0.326 4.158
H -0.465 -0.855 -1.102
H 0.165 -2.222 -0.128
H 2.007 -0.851 0.725
H 2.935 0.548 -1.187
H 1.275 0.388 -2.029
H -1.117 1.288 -0.928
H -2.760 3.045 -1.446
H -5.157 1.968 1.707
H -3.631 0.162 2.373
C 5.485 2.433 -2.086
C 6.995 2.281 -2.170
O 7.199 0.996 -1.569
C 6.067 0.278 -1.679
O 5.948 -0.875 -1.427
O 5.048 1.067 -2.118
H 5.051 2.981 -2.918
H 5.166 2.883 -1.145
H 7.355 2.247 -3.199
H 7.544 3.037 -1.617
*
```

Properties
* HOMO: -13.14 eV
* energy relative to the best compared isomer or geometry (same formula, charge and spin): 0.0 kcal per mole
* E_LUMO: -3.273 eV

No. 6
# C5H7F

One molecule with the formula C5H7F in a non-equilibrium geometry (ωB97M-V with the def2-TZVPD basis set, OMol25).

```
! RIJCOSX wB97M-V def2-TZVPD def2/J DEFGRID3
* xyz 0 1
F 0.259 1.276 -1.819
C -0.644 0.872 -0.846
C -0.924 -0.390 -0.119
C 0.391 -1.148 -0.217
C 1.030 -0.025 0.704
C -0.290 0.777 0.606
H -1.509 1.697 -0.938
H -1.853 -0.925 -0.035
H 0.766 -1.380 -1.237
H 0.578 -2.077 0.435
H 1.200 -0.501 1.651
H 1.902 0.451 0.440
H -0.907 1.373 1.374
*
```

Properties
* HOMO: -10.21 eV
* energy relative to the best compared isomer or geometry (same formula, charge and spin): 50.1 kcal per mole
* E_LUMO: 1.023 eV
* structure (SMILES): F[C@H]1[C@H]2CC[C@@H]12

No. 7
# C3H5O3PS

One molecule with the formula C3H5O3PS in a non-equilibrium geometry (ωB97M-V with the def2-TZVPD basis set, OMol25).

```
! RIJCOSX wB97M-V def2-TZVPD def2/J DEFGRID3
* xyz 0 1
C 0.937 -1.135 0.205
C 1.155 0.140 -0.397
C 1.150 1.392 0.101
O -1.345 -2.147 -0.740
O -1.545 0.078 0.673
O -2.791 1.345 -0.921
P -0.899 -1.668 0.531
S -2.450 1.201 0.464
H 1.047 -1.927 -0.383
H 1.413 -1.210 1.238
H 1.078 0.211 -1.520
H 1.130 2.219 -0.460
H 1.118 1.500 1.209
*
```

Properties
* HOMO: -7.96 eV
* energy relative to the best compared isomer or geometry (same formula, charge and spin): 92.5 kcal per mole
* E_LUMO: -2.487 eV

No. 8
# C6H14FeN2OSe3Te

C6H14FeN2OSe3Te as an isolated structure in a non-equilibrium geometry (ωB97M-V with the def2-TZVPD basis set, OMol25).

```
! RIJCOSX wB97M-V def2-TZVPD def2/J DEFGRID3
* xyz 0 5
Fe 0.348 -1.056 -1.999
Se 2.631 -1.202 -1.804
Se 1.378 -3.079 -1.317
Te -0.621 -1.742 -4.182
Se -2.157 -1.555 -2.269
N -0.515 0.926 2.664
C 0.771 0.163 2.536
C 0.900 -0.257 1.072
N -0.246 -0.995 0.578
C -1.521 -0.369 0.859
C -1.680 0.046 2.321
H -0.489 1.683 1.974
H -0.616 1.340 3.587
H 0.717 -0.693 3.208
H 1.602 0.804 2.828
H 1.798 -0.858 0.935
H 1.014 0.645 0.466
H -0.215 -1.968 0.860
H -2.325 -1.048 0.580
H -1.613 0.515 0.218
H -1.648 -0.813 2.990
H -2.607 0.596 2.480
C 1.080 1.599 -3.475
C 0.454 0.760 -2.411
O -0.183 1.208 -1.462
H 0.899 2.664 -3.316
H 0.694 1.298 -4.449
H 2.151 1.389 -3.473
*
```

Properties
* HOMO (alpha / beta): -5.97 / -6.10 eV
* expectation value of S²: 6.12
* E_LUMO (alpha / beta): -0.893 / -0.896 eV

No. 9
# CH4N3O4S

A 2-piece molecular cluster, CH4N3O4S overall in a non-equilibrium geometry (ωB97M-V with the def2-TZVPD basis set, OMol25).

```
! RIJCOSX wB97M-V def2-TZVPD def2/J DEFGRID3
* xyz -1 1
C -3.658 -1.461 -0.614
N -1.149 1.377 -0.428
N 0.409 -1.230 1.011
N -1.547 -0.004 -0.227
O -3.602 -1.523 -1.774
O -3.841 -1.364 0.517
O -0.675 -2.264 -1.110
O 0.862 -0.249 -1.223
S -0.330 -0.953 -0.577
H -0.318 1.251 -1.177
H -0.577 1.670 0.458
H 1.369 -1.442 0.769
H 0.028 -2.059 1.443
*
```

Properties
* HOMO: -3.97 eV
* energy relative to the best compared isomer or geometry (same formula, charge and spin): 6.5 kcal per mole
* E_LUMO: 3.689 eV

No. 10
# C21H30N4O5S

One molecule with the formula C21H30N4O5S (ωB97M-V with the def2-TZVPD basis set, OMol25).

```
! RIJCOSX wB97M-V def2-TZVPD def2/J DEFGRID3
* xyz 0 1
C -0.195 -5.569 0.424
N -0.807 -4.399 1.033
C -0.489 -3.151 0.530
O 0.286 -3.010 -0.390
C -1.164 -2.039 1.208
C -0.924 -0.739 0.769
C -1.541 0.318 1.392
S -1.191 1.983 0.856
O -1.089 1.992 -0.583
O -2.105 2.894 1.471
N 0.317 2.194 1.554
C 0.682 3.574 1.820
C 0.904 4.394 0.541
C 2.049 3.780 -0.260
O 3.211 4.077 -0.061
N 1.660 2.840 -1.142
C 2.598 2.123 -1.988
C 2.345 0.615 -1.907
C 1.011 0.088 -2.439
C 0.770 0.180 -3.951
C 1.980 -0.133 -4.840
C 2.688 1.101 -5.404
C 3.456 1.979 -4.414
C 2.581 2.726 -3.399
C -2.400 0.103 2.459
C -2.653 -1.177 2.902
C -2.037 -2.275 2.281
N -2.264 -3.565 2.689
C -3.164 -3.845 3.791
C -1.667 -4.657 2.082
O -1.881 -5.789 2.451
H 0.450 -5.223 -0.379
H -0.969 -6.229 0.036
H 0.384 -6.112 1.171
H -0.264 -0.590 -0.070
H 1.018 1.725 0.994
H -0.143 3.996 2.395
H 1.589 3.572 2.428
H 1.181 5.411 0.817
H -0.018 4.409 -0.040
H 0.674 2.652 -1.279
H 3.588 2.317 -1.553
H 3.163 0.106 -2.417
H 2.415 0.332 -0.851
H 0.185 0.601 -1.942
H 0.964 -0.968 -2.155
H 0.381 1.164 -4.212
H -0.028 -0.532 -4.180
H 2.692 -0.759 -4.301
H 1.636 -0.717 -5.697
H 1.949 1.720 -5.920
H 3.401 0.758 -6.159
H 4.202 1.379 -3.890
H 4.005 2.715 -5.005
H 1.555 2.786 -3.758
H 2.942 3.753 -3.298
H -2.867 0.959 2.921
H -3.329 -1.325 3.728
H -3.184 -4.925 3.926
H -2.804 -3.375 4.707
H -4.170 -3.492 3.563
*
```

Properties
* HOMO: -9.33 eV
* energy relative to the best compared isomer or geometry (same formula, charge and spin): 0.9 kcal per mole
* E_LUMO: -0.198 eV
* structure (SMILES): Cn1c(=O)c2cc(S(=O)(=O)NCCC(=O)NC3CCCCCCC3)ccc2n(C)c1=O

No. 11
# C3H4N2O2S

One molecule with the formula C3H4N2O2S in a non-equilibrium geometry (ωB97M-V with the def2-TZVPD basis set, OMol25).

```
! RIJCOSX wB97M-V def2-TZVPD def2/J DEFGRID3
* xyz 0 1
C 2.042 -0.354 0.565
S 1.216 0.188 -0.961
C -0.430 -0.200 -0.572
O -0.901 -1.455 -0.569
N -2.243 -1.405 -0.265
N -2.581 -0.204 -0.092
C -1.491 0.608 -0.272
O -1.601 1.928 -0.146
H 1.681 0.193 1.433
H 3.133 -0.162 0.415
H 1.900 -1.448 0.771
H -0.724 2.310 -0.307
*
```

Properties
* HOMO: -9.39 eV
* energy relative to the best compared isomer or geometry (same formula, charge and spin): 65.0 kcal per mole
* E_LUMO: 0.308 eV
* structure (SMILES): CSc1onnc1O

No. 12
# C53H48BF4KN7OP2

C53H48BF4KN7OP2 as an isolated structure in a non-equilibrium geometry (ωB97M-V with the def2-TZVPD basis set, OMol25).

```
! RIJCOSX wB97M-V def2-TZVPD def2/J DEFGRID3
* xyz -1 1
K 0.735 -0.804 -0.084
C -2.925 -3.312 0.648
C -2.085 -2.974 -0.420
N -0.854 -3.528 -0.494
C -0.442 -4.322 0.487
C -1.258 -4.723 1.509
N -2.485 -4.222 1.579
C 0.977 -4.796 0.302
C 1.320 -6.073 0.591
C 2.651 -6.441 0.566
C 3.590 -5.415 0.235
C 3.165 -4.087 -0.031
N 1.849 -3.820 0.047
C 4.130 -3.094 -0.511
C 5.030 -3.470 -1.504
N 5.981 -2.658 -1.900
C 5.990 -1.440 -1.328
C 5.003 -1.034 -0.425
N 4.056 -1.847 0.032
C 3.123 -7.852 0.792
C 2.354 -9.018 0.519
C 2.921 -10.246 0.714
N 4.187 -10.458 1.111
C 4.893 -9.358 1.394
C 4.381 -8.045 1.307
H -3.941 -2.929 0.794
H -2.429 -2.264 -1.169
H -0.901 -5.354 2.332
H 0.596 -6.806 0.921
H 4.603 -5.614 0.178
H 4.978 -4.521 -1.910
H 6.651 -0.759 -1.789
H 5.029 0.010 -0.024
H 1.317 -9.007 0.146
H 2.376 -11.158 0.490
H 5.826 -9.545 1.887
H 4.938 -7.215 1.671
C -2.212 2.687 -0.073
N -1.464 3.689 -0.813
C -0.127 3.342 -1.258
P 0.947 2.556 0.046
C 2.539 3.288 -0.603
C 3.302 4.239 0.053
C 4.389 4.793 -0.620
C 4.647 4.409 -1.956
C 3.916 3.407 -2.524
C 2.836 2.816 -1.880
C 0.469 3.647 1.442
C 0.204 2.979 2.660
C -0.174 3.762 3.760
C -0.210 5.165 3.632
C 0.162 5.800 2.485
C 0.431 5.043 1.352
C -2.204 4.713 -1.401
C -3.302 5.175 -0.683
C -4.052 6.247 -1.206
C -3.693 6.825 -2.420
C -2.607 6.313 -3.154
C -1.907 5.202 -2.699
P -2.517 0.943 -0.856
C -3.591 1.539 -2.192
C -4.646 2.463 -2.128
C -5.438 2.756 -3.208
C -5.111 2.214 -4.434
C -3.989 1.415 -4.540
C -3.201 1.071 -3.473
C -3.526 0.345 0.518
C -4.908 0.352 0.541
C -5.647 -0.212 1.583
C -4.942 -0.931 2.601
C -3.565 -0.894 2.604
C -2.821 -0.290 1.569
H -3.166 3.052 0.217
H -1.863 2.478 0.942
H 0.356 4.257 -1.594
H -0.195 2.659 -2.079
H 3.150 4.644 1.070
H 4.928 5.591 -0.138
H 5.356 4.908 -2.615
H 4.208 3.151 -3.570
H 2.351 2.007 -2.385
H 0.241 1.847 2.586
H -0.444 3.401 4.730
H -0.333 5.820 4.478
H 0.141 6.873 2.415
H 0.722 5.520 0.409
H -3.533 4.872 0.331
H -4.922 6.593 -0.667
H -4.234 7.724 -2.751
H -2.358 6.750 -4.119
H -1.007 4.855 -3.289
H -4.924 2.926 -1.223
H -6.273 3.418 -3.092
H -5.657 2.493 -5.351
H -3.636 1.015 -5.531
H -2.325 0.369 -3.571
H -5.440 0.764 -0.327
H -6.723 -0.270 1.548
H -5.451 -1.537 3.321
H -3.107 -1.376 3.458
H -1.734 -0.321 1.588
C 1.991 -0.778 4.007
C 0.488 -0.630 3.599
C -0.226 -1.894 4.058
O 0.324 -0.296 2.258
H 2.073 -1.006 5.081
H 2.511 0.206 3.831
H 2.520 -1.611 3.536
H 0.133 0.178 4.261
H 0.260 -2.708 3.530
H -1.283 -1.934 3.858
H -0.123 -2.030 5.157
F 0.963 -0.189 -2.501
B 0.783 -0.112 -3.909
F 0.554 -1.369 -4.365
F -0.371 0.623 -4.213
F 1.952 0.400 -4.366
*
```

Properties
* HOMO: -4.90 eV
* energy relative to the best compared isomer or geometry (same formula, charge and spin): 33.9 kcal per mole
* E_LUMO: 1.200 eV

No. 13
# C29H42ClIO11

A 3-piece molecular cluster, C29H42ClIO11 overall in a non-equilibrium geometry (ωB97M-V with the def2-TZVPD basis set, OMol25).

```
! RIJCOSX wB97M-V def2-TZVPD def2/J DEFGRID3
* xyz 0 1
C 3.744 0.788 0.290
C 2.254 0.847 -0.030
C 2.054 0.863 -1.511
O 2.275 -0.088 -2.201
O 1.640 2.057 -1.984
C 1.003 2.019 -3.255
C -0.472 1.575 -3.158
C -1.111 1.692 -1.796
C -1.298 2.924 -1.131
I -0.793 4.741 -2.090
C -1.901 3.008 0.133
C -2.141 4.300 0.890
C -3.597 4.682 0.769
O -4.454 4.094 1.316
Cl -3.982 6.059 -0.263
C -2.351 1.841 0.759
C -2.218 0.630 0.110
C -1.601 0.545 -1.138
C -1.504 -0.840 -1.708
O -0.565 -1.251 -2.337
C -2.644 -1.725 -1.376
C -3.239 -1.625 -0.191
C -2.757 -0.599 0.755
O -2.804 -0.735 1.950
H 4.267 1.685 -0.033
H 3.917 0.687 1.358
H 4.222 -0.060 -0.191
H 1.848 1.742 0.432
H 1.792 -0.056 0.353
H 1.057 3.021 -3.651
H 1.518 1.374 -3.959
H -0.547 0.572 -3.537
H -1.050 2.203 -3.839
H -1.475 5.094 0.593
H -1.984 4.096 1.944
H -2.817 1.887 1.728
H -2.975 -2.458 -2.095
H -4.058 -2.256 0.107
C 5.259 5.260 2.545
O 6.171 4.260 2.934
C 7.481 4.514 2.455
C 8.499 3.699 3.219
O 8.836 4.239 4.488
C 7.896 4.057 5.537
C 7.877 2.656 6.107
O 7.120 1.787 5.283
C 7.391 0.431 5.552
H 5.190 5.325 1.453
H 4.284 4.993 2.947
H 5.550 6.237 2.950
H 7.722 5.579 2.555
H 7.525 4.238 1.392
H 9.430 3.719 2.648
H 8.182 2.657 3.303
H 6.895 4.366 5.231
H 8.226 4.731 6.330
H 7.419 2.682 7.106
H 8.907 2.291 6.200
H 8.444 0.194 5.357
H 6.770 -0.168 4.889
H 7.150 0.176 6.590
C -8.601 -4.179 -4.678
O -7.528 -5.008 -4.292
C -6.275 -4.483 -4.693
C -5.149 -5.127 -3.918
O -4.975 -4.600 -2.609
C -5.919 -5.002 -1.624
C -5.730 -6.419 -1.134
O -6.293 -7.345 -2.047
C -5.813 -8.654 -1.840
H -8.641 -4.065 -5.768
H -9.520 -4.650 -4.338
H -8.519 -3.190 -4.213
H -6.249 -3.398 -4.534
H -6.135 -4.688 -5.764
H -4.217 -4.899 -4.439
H -5.259 -6.213 -3.895
H -6.942 -4.839 -1.967
H -5.743 -4.335 -0.777
H -6.231 -6.533 -0.163
H -4.659 -6.617 -1.004
H -4.728 -8.702 -1.987
H -6.295 -9.301 -2.569
H -6.057 -9.010 -0.832
*
```

Properties
* HOMO: -9.33 eV
* energy relative to the best compared isomer or geometry (same formula, charge and spin): 5.3 kcal per mole
* E_LUMO: -1.006 eV
* structure (SMILES): CCC(=O)OCCc1c(I)c(CC(=O)Cl)cc2c1C(=O)C=CC2=O.COCCOCCOC.COCCOCCOC